No. 1
{
  "formula": "CHLiNaO3",
  "method": "the ωB97M-V functional and the def2-TZVPD basis",
  "homo_ev": [-2.543, -2.544],
  "homo_lumo_gap_ev": [4.2, 4.2],
  "spin_multiplicity": 1,
  "charge": -1,
  "de_lowest_kcal_mol": 44.0,
  "largest_force_ev_per_a": 1.8,
  "species": ["O", "H", "C", "O", "O", "Na", "Li"],
  "xyz": [[1.6555, 0.9981, -0.6886], [2.7174, -0.9178, -0.9075], [1.1921, -0.0204, -0.1625], [1.8721, -1.1778, -0.4955], [-2.6852, 0.2917, 0.2149], [-3.7584, 0.6751, 2.2006], [-0.9935, 0.1512, -0.1615]],
  "atomic_forces_ev_per_a": [[0.1, -0.3, 0.5], [-0.1, 0.3, -0.2], [-0.5, 0.8, -1.0], [0.5, -0.8, 0.5], [-0.6, 0.3, 1.3], [0.9, -0.3, -1.6], [-0.3, 0.0, 0.5]]
}

No. 2
{
  "formula": "C6H11N",
  "method": "the ωB97M-V functional and the def2-TZVPD basis",
  "homo_ev": [-15.398, -15.516],
  "homo_lumo_gap_ev": [10.3, 7.3],
  "spin_multiplicity": 2,
  "charge": 1,
  "de_lowest_kcal_mol": 49.3,
  "largest_force_ev_per_a": 1.9,
  "species": ["C", "C", "C", "C", "C", "C", "N", "H", "H", "H", "H", "H", "H", "H", "H", "H", "H", "H"],
  "xyz": [[-0.7710, 1.0950, -1.9265], [0.1149, -0.1712, -1.7896], [-0.4417, -1.0036, -0.6197], [-0.0968, -0.5793, 0.7305], [-0.9171, -0.8022, 1.8489], [1.2500, 1.1280, 1.4215], [1.1367, -0.0023, 0.8366], [-1.7614, 0.8395, -2.2898], [-0.7183, 1.6433, -0.9824], [-0.2936, 1.7811, -2.6284], [-0.0358, -0.7198, -2.7157], [1.1294, 0.1840, -1.6441], [-1.4998, -1.1736, -0.8442], [-0.1414, -2.0577, -0.7755], [-0.5292, -0.5375, 2.8254], [-1.9612, -1.0655, 1.7668], [2.1101, 1.7607, 1.2345], [0.4053, 1.5052, 1.9959]],
  "atomic_forces_ev_per_a": [[1.3, 0.0, 0.0], [-1.2, 1.0, 0.1], [-0.3, -0.6, -1.8], [0.5, -0.8, -0.1], [0.2, 0.4, 0.4], [-0.3, -0.1, -0.4], [-0.7, 0.6, -0.1], [-0.2, 0.2, 0.4], [-0.7, 0.0, 0.1], [-0.2, -0.1, -0.2], [0.6, -0.3, 0.1], [0.3, -0.6, -0.1], [-0.3, 0.5, 0.8], [0.6, 0.1, 0.6], [-0.1, -0.2, 0.1], [0.0, -0.2, -0.2], [0.4, -0.4, 0.6], [0.1, 0.5, -0.2]]
}

No. 3
{
  "formula": "C4H6ClO2P",
  "method": "the ωB97M-V functional and the def2-TZVPD basis",
  "homo_ev": -8.953,
  "homo_lumo_gap_ev": 9.3,
  "spin_multiplicity": 1,
  "smiles": "O=C(P)Cl.CC=C=O",
  "de_lowest_kcal_mol": 1.1,
  "largest_force_ev_per_a": 2.1,
  "species": ["O", "C", "P", "Cl", "H", "H", "C", "C", "C", "O", "H", "H", "H", "H"],
  "xyz": [[-1.4231, -1.2505, -1.1672], [-1.9128, -0.7050, -0.2557], [-1.4379, -0.5006, 1.4881], [-3.3491, 0.3656, -0.4605], [-0.3013, -1.3979, 1.3743], [-2.2857, -1.4239, 2.0646], [1.2830, 0.5168, -0.8306], [0.0982, 1.4819, -0.7927], [-0.2106, 2.4035, 0.0896], [-0.6462, 3.1077, 0.9069], [2.2763, 0.8656, -1.2101], [1.5539, 0.0334, 0.1697], [0.8906, -0.1600, -1.6714], [-0.6196, 1.3589, -1.6519]],
  "atomic_forces_ev_per_a": [[0.3, -0.5, -0.5], [-0.6, 0.4, 0.3], [1.9, 0.1, 0.4], [-0.5, 0.1, -0.3], [-0.6, 0.3, 0.2], [-0.6, -0.6, 0.0], [0.2, -0.8, -0.7], [0.2, -0.2, -1.1], [-0.8, -0.3, 0.4], [0.5, 0.1, -0.3], [-1.0, 0.4, 0.2], [-0.9, 0.3, -1.5], [1.1, 0.1, 1.8], [0.7, 0.6, 1.1]]
}

No. 4
{
  "formula": "C6H11NO3",
  "method": "the ωB97M-V functional and the def2-TZVPD basis",
  "homo_ev": -9.842,
  "homo_lumo_gap_ev": 10.7,
  "spin_multiplicity": 1,
  "smiles": "C[C@H]1CCNC1=O.O=CO",
  "de_lowest_kcal_mol": 36.1,
  "largest_force_ev_per_a": 5.1,
  "species": ["C", "C", "C", "C", "N", "C", "O", "H", "H", "H", "H", "H", "H", "H", "H", "H", "O", "C", "O", "H", "H"],
  "xyz": [[1.2385, -1.4778, -0.9354], [1.2471, -0.8431, 0.4434], [2.1145, 0.5118, 0.5858], [1.1236, 1.5113, 0.1418], [-0.1744, 1.1067, 0.5464], [-0.2453, -0.3190, 0.7002], [-1.1290, -1.1227, 1.0882], [2.3444, -1.4755, -1.3073], [0.7648, -0.6959, -1.5944], [0.7887, -2.4382, -0.9804], [1.4677, -1.5286, 1.2827], [3.0244, 0.7425, 0.0041], [2.2690, 0.6677, 1.5924], [1.3398, 2.4485, 0.6628], [1.1273, 1.5326, -1.0105], [-0.9388, 1.6126, 0.2328], [-2.5711, 0.9764, -0.8289], [-3.4243, 0.1408, -0.5746], [-3.4591, -0.7297, 0.4129], [-4.3122, 0.0748, -1.3500], [-2.5955, -0.6952, 0.8879]],
  "atomic_forces_ev_per_a": [[2.6, 2.6, -1.0], [-0.4, 1.1, 1.2], [-1.3, -2.0, -2.0], [-0.2, 1.5, -2.0], [0.2, -4.8, 1.6], [1.6, 0.3, 1.0], [1.7, 2.5, -1.0], [-1.9, -0.5, 0.5], [0.1, -1.2, 0.2], [-0.5, -0.6, -0.2], [0.0, 0.1, -0.6], [-0.2, -1.1, 0.3], [0.7, 0.1, 2.3], [0.0, 0.4, -0.9], [0.3, 0.8, 1.5], [-1.9, 0.8, -0.5], [-0.4, -0.7, 0.7], [-1.2, 0.4, -2.1], [-1.2, 0.9, -1.1], [1.2, -0.3, 1.8], [0.7, -0.3, 0.3]]
}

No. 5
{
  "formula": "C22H22FN3O",
  "method": "the ωB97M-V functional and the def2-TZVPD basis",
  "homo_ev": -8.508,
  "homo_lumo_gap_ev": 9.1,
  "spin_multiplicity": 1,
  "smiles": "O=C(c1ccc(F)cc1)C1CCN(Cc2cn[nH]c2-c2ccccc2)CC1",
  "de_lowest_kcal_mol": 16.7,
  "largest_force_ev_per_a": 0.9,
  "species": ["O", "C", "C", "C", "C", "C", "F", "C", "C", "C", "C", "C", "N", "C", "C", "C", "N", "N", "C", "C", "C", "C", "C", "C", "C", "C", "C", "H", "H", "H", "H", "H", "H", "H", "H", "H", "H", "H", "H", "H", "H", "H", "H", "H", "H", "H", "H", "H", "H"],
  "xyz": [[2.7938, 1.6134, -3.7139], [2.3791, 0.8690, -2.8551], [2.7603, -0.5723, -2.8552], [1.8547, -1.6138, -2.6727], [2.2809, -2.9287, -2.7002], [3.6241, -3.1923, -2.9023], [4.0427, -4.4720, -2.9160], [4.5453, -2.1795, -3.1020], [4.1017, -0.8715, -3.0893], [1.5041, 1.3972, -1.7300], [1.6559, 0.6692, -0.3942], [0.7260, 1.3152, 0.6425], [-0.6671, 1.3435, 0.2397], [-1.3405, 0.0506, 0.3095], [-1.3410, -0.4956, 1.6979], [-0.5577, -1.5579, 2.1785], [-0.8175, -1.8160, 3.4449], [-1.7627, -0.9524, 3.7963], [-2.1204, -0.1187, 2.7879], [-3.1449, 0.9000, 2.9398], [-3.0742, 2.0841, 2.2063], [-4.0535, 3.0490, 2.3492], [-5.1105, 2.8522, 3.2228], [-5.1858, 1.6797, 3.9565], [-4.2121, 0.7090, 3.8183], [-0.8190, 2.0153, -1.0351], [0.0290, 1.4098, -2.1619], [0.8032, -1.4107, -2.5452], [1.5889, -3.7457, -2.5694], [5.5825, -2.4214, -3.2709], [4.7941, -0.0605, -3.2560], [1.8033, 2.4446, -1.5920], [1.4070, -0.3870, -0.4953], [2.6882, 0.7351, -0.0459], [1.0348, 2.3528, 0.8083], [0.7985, 0.7835, 1.5933], [-0.8890, -0.7043, -0.3542], [-2.3744, 0.2128, -0.0139], [0.1741, -2.1350, 1.6477], [-2.1070, -0.9429, 4.7432], [-2.2375, 2.2396, 1.5425], [-3.9901, 3.9636, 1.7778], [-5.8735, 3.6085, 3.3326], [-6.0093, 1.5197, 4.6372], [-4.2941, -0.2120, 4.3787], [-0.5217, 3.0592, -0.8877], [-1.8758, 1.9993, -1.3142], [-0.3186, 0.3985, -2.3762], [-0.0847, 2.0036, -3.0699]],
  "atomic_forces_ev_per_a": [[0.1, 0.0, 0.0], [-0.2, 0.2, 0.2], [0.3, -0.2, -0.2], [0.1, 0.1, 0.0], [0.1, -0.2, 0.0], [0.0, 0.2, 0.0], [0.0, 0.1, 0.0], [0.0, -0.3, 0.0], [-0.2, 0.0, 0.0], [-0.1, -0.1, -0.1], [-0.2, 0.3, 0.1], [0.2, -0.1, 0.1], [0.0, 0.0, 0.0], [0.0, 0.1, 0.1], [-0.3, 0.0, 0.2], [-0.3, 0.2, 0.2], [0.4, -0.6, 0.4], [-0.2, 0.3, -0.2], [0.4, -0.3, -0.3], [-0.3, 0.3, 0.1], [0.0, -0.1, 0.1], [-0.1, 0.1, 0.0], [0.0, 0.1, 0.0], [-0.1, 0.0, 0.1], [0.1, 0.0, -0.1], [-0.1, -0.1, -0.2], [0.0, 0.2, 0.2], [-0.1, 0.0, 0.1], [0.0, -0.1, 0.0], [0.1, -0.1, 0.0], [0.1, 0.1, 0.0], [0.0, -0.1, -0.1], [0.1, 0.0, 0.0], [0.0, -0.1, 0.0], [0.1, 0.0, 0.0], [0.1, 0.1, 0.0], [-0.1, 0.0, 0.0], [0.1, -0.1, -0.1], [0.2, -0.2, -0.1], [0.1, 0.0, -0.1], [0.1, 0.0, -0.1], [0.0, 0.1, 0.0], [-0.1, 0.1, 0.0], [-0.1, 0.0, 0.0], [0.0, -0.1, 0.0], [0.0, 0.0, -0.1], [0.0, 0.1, 0.0], [0.0, -0.1, -0.1], [0.0, 0.0, -0.1]]
}

No. 6
{
  "formula": "CH2O3S",
  "method": "the ωB97M-V functional and the def2-TZVPD basis",
  "homo_ev": [-8.237, -10.468],
  "homo_lumo_gap_ev": [9.0, 6.2],
  "spin_multiplicity": 3,
  "de_lowest_kcal_mol": 78.9,
  "largest_force_ev_per_a": 3.6,
  "species": ["C", "O", "O", "O", "S", "H", "H"],
  "xyz": [[-0.1394, 0.0124, 0.1630], [-5.3272, 2.7605, -0.3730], [-4.2902, 1.3482, -2.0698], [-1.2585, 0.3747, 0.3602], [-4.6653, 1.5261, -0.6968], [0.2622, -0.9302, 0.5691], [0.5813, 0.5987, -0.4297]],
  "atomic_forces_ev_per_a": [[0.6, -0.1, 0.0], [-1.6, 2.6, 1.6], [1.3, -1.3, -3.1], [-0.5, 0.1, 0.1], [0.4, -1.4, 1.5], [-0.1, -0.1, 0.1], [0.0, 0.2, -0.1]]
}